{
  "formula": "C18H17ClN2O4S",
  "method": "the ωB97M-V functional and the def2-TZVPD basis",
  "elements": ["C", "C", "C", "N", "C", "C", "C", "C", "C", "C", "C", "H", "H", "Cl", "H", "H", "O", "C", "H", "H", "S", "O", "C", "C", "O", "N", "C", "C", "C", "C", "C", "O", "H", "H", "H", "H", "H", "H", "H", "H", "H", "H", "H"],
  "coordinates": [[-0.132, 2.943, 1.093], [0.717, 1.731, 1.039], [0.492, 0.421, 1.376], [1.616, -0.302, 1.090], [2.473, 0.554, 0.609], [3.814, 0.263, 0.158], [4.292, -1.047, 0.225], [5.571, -1.342, -0.200], [6.378, -0.327, -0.695], [5.916, 0.980, -0.768], [4.636, 1.272, -0.341], [4.266, 2.285, -0.393], [6.557, 1.757, -1.155], [7.978, -0.694, -1.227], [5.947, -2.352, -0.151], [3.644, -1.815, 0.615], [1.980, 1.811, 0.557], [-0.713, -0.231, 1.922], [-0.530, -0.651, 2.911], [-1.566, 0.442, 1.954], [-1.123, -1.703, 0.861], [-2.439, -2.164, 1.330], [-1.491, -0.741, -0.687], [-2.536, 0.333, -0.470], [-2.321, 1.509, -0.699], [-3.702, -0.145, -0.007], [-4.835, 0.717, 0.271], [-6.030, 0.299, -0.521], [-6.343, 0.461, -1.839], [-7.589, -0.184, -2.032], [-7.937, -0.691, -0.819], [-7.000, -0.407, 0.100], [-8.792, -1.248, -0.492], [-8.143, -0.255, -2.945], [-5.761, 0.979, -2.573], [-4.533, 1.732, -0.004], [-5.082, 0.677, 1.336], [-3.729, -1.098, 0.343], [-1.846, -1.478, -1.406], [-0.556, -0.304, -1.031], [0.453, 3.809, 0.798], [-0.974, 2.830, 0.408], [-0.521, 3.096, 2.098]],
  "lowdin_charge": [0.01, -0.23, -0.32, 0.19, -0.28, -0.14, -0.01, -0.10, -0.67, -0.10, -0.01, 0.12, 0.11, 0.68, 0.11, 0.12, 0.13, -0.23, 0.10, 0.10, 0.97, -0.54, -0.21, -0.55, 0.04, 0.08, -0.08, -0.26, -0.02, -0.06, -0.13, 0.05, 0.12, 0.10, 0.11, 0.13, 0.14, 0.11, 0.10, 0.10, 0.09, 0.06, 0.09],
  "energy_ev": -53469.375,
  "e_lumo_ev": 0.274,
  "homo_lumo_gap_ev": 8.53,
  "e_above_lowest_ev": 0.000,
  "charge": 0
}

{
  "formula": "C18H17ClNO7SY",
  "method": "the ωB97M-V functional and the def2-TZVPD basis",
  "elements": ["Y", "O", "C", "O", "C", "C", "C", "N", "C", "C", "C", "O", "O", "H", "H", "H", "Cl", "C", "C", "C", "C", "C", "C", "C", "O", "O", "H", "H", "H", "H", "C", "C", "S", "O", "C", "C", "H", "H", "H", "H", "H", "H", "H", "H", "H", "H"],
  "coordinates": [[-0.093, 0.326, -0.163], [7.162, 0.262, -0.167], [6.402, 1.257, -0.249], [6.601, 2.492, -0.188], [4.898, 0.878, -0.268], [4.493, -0.424, 0.018], [3.152, -0.726, 0.062], [2.202, 0.190, -0.210], [2.605, 1.446, -0.539], [3.917, 1.832, -0.540], [1.463, 2.376, -0.905], [1.463, 3.538, -0.599], [0.448, 1.725, -1.501], [5.258, -1.168, 0.207], [2.794, -1.716, 0.328], [4.209, 2.855, -0.757], [-1.860, 6.588, 1.330], [-2.214, 4.929, 0.986], [-1.267, 3.970, 1.272], [-1.559, 2.651, 0.992], [-2.776, 2.267, 0.413], [-3.715, 3.254, 0.159], [-3.439, 4.583, 0.438], [-3.118, 0.861, -0.002], [-4.239, 0.437, 0.079], [-2.075, 0.170, -0.474], [-0.312, 4.256, 1.695], [-0.827, 1.941, 1.322], [-4.665, 2.964, -0.275], [-4.168, 5.354, 0.230], [-0.706, -5.044, 0.744], [0.206, -4.439, -0.312], [-0.240, -2.864, -1.011], [-0.037, -1.856, 0.149], [-2.026, -2.963, -1.268], [-2.914, -2.849, -0.027], [-0.187, -5.889, 1.196], [-1.632, -5.415, 0.316], [-0.939, -4.334, 1.536], [0.349, -5.091, -1.178], [1.194, -4.210, 0.098], [-2.167, -3.892, -1.834], [-2.204, -2.131, -1.942], [-3.220, -3.819, 0.349], [-3.800, -2.269, -0.283], [-2.418, -2.305, 0.771]],
  "lowdin_charge": [1.58, -0.04, -0.66, -0.03, -0.06, 0.02, -0.10, -0.05, -0.19, 0.08, -0.56, 0.13, -0.19, 0.12, 0.10, 0.14, 0.70, -0.65, -0.08, -0.07, -0.13, 0.00, -0.07, -0.54, 0.11, -0.22, 0.12, 0.07, 0.13, 0.11, -0.11, -0.38, 1.01, -0.64, -0.36, -0.12, 0.09, 0.07, 0.08, 0.10, 0.09, 0.10, 0.08, 0.07, 0.08, 0.07],
  "energy_ev": -59167.378,
  "e_lumo_ev": -1.404,
  "homo_lumo_gap_ev": 6.39,
  "e_above_lowest_ev": 2.046,
  "charge": 0
}

{
  "formula": "C18H17N2O11RhS8",
  "method": "the ωB97M-V functional and the def2-TZVPD basis",
  "elements": ["Rh", "O", "S", "O", "O", "C", "C", "C", "C", "C", "C", "S", "O", "O", "O", "H", "H", "H", "H", "N", "N", "C", "O", "O", "H", "H", "H", "C", "C", "C", "C", "C", "C", "C", "S", "O", "O", "O", "H", "H", "H", "H", "H", "H", "H", "C", "S", "C", "C", "S", "S", "C", "S", "S", "H", "H", "H"],
  "coordinates": [[-0.208, 0.011, -0.257], [1.650, 0.016, -1.266], [2.825, 0.316, -0.378], [3.985, -0.498, -0.597], [2.417, 0.462, 1.007], [3.215, 1.998, -0.874], [4.540, 2.226, -1.202], [4.989, 3.493, -1.555], [4.098, 4.542, -1.584], [2.760, 4.322, -1.270], [2.285, 3.067, -0.921], [0.498, 3.031, -0.544], [0.070, 4.394, -0.730], [-0.116, 2.082, -1.477], [0.394, 2.501, 0.817], [5.215, 1.384, -1.167], [6.032, 3.649, -1.807], [4.427, 5.539, -1.850], [2.050, 5.135, -1.299], [-0.138, -0.241, 1.731], [-1.033, 0.674, 2.380], [-2.094, 0.993, 1.501], [-3.020, 1.694, 1.819], [-1.980, 0.386, 0.348], [-0.342, -1.224, 1.931], [0.858, -0.019, 1.854], [-0.529, 1.534, 2.584], [2.361, -8.671, -0.668], [2.106, -7.310, -0.079], [3.034, -6.280, -0.222], [2.810, -5.031, 0.328], [1.646, -4.788, 1.043], [0.708, -5.797, 1.186], [0.942, -7.048, 0.630], [1.325, -3.155, 1.676], [0.039, -3.258, 2.373], [2.460, -2.841, 2.520], [1.214, -2.315, 0.491], [3.153, -8.633, -1.416], [1.465, -9.069, -1.147], [2.665, -9.390, 0.097], [3.941, -6.459, -0.787], [3.524, -4.230, 0.192], [-0.201, -5.586, 1.730], [0.199, -7.830, 0.743], [-2.960, -3.925, 0.996], [-3.767, -2.323, 1.241], [-3.821, -1.691, -0.409], [-2.797, -1.506, -1.267], [-1.115, -1.923, -0.986], [-3.251, -0.919, -2.838], [-4.939, -0.814, -2.607], [-6.030, -0.328, -3.771], [-5.399, -1.296, -1.023], [-3.118, -4.475, 1.923], [-1.891, -3.799, 0.831], [-3.424, -4.468, 0.175]],
  "lowdin_charge": [0.99, -0.44, 0.50, -0.29, -0.34, -0.21, -0.07, -0.10, -0.10, -0.07, -0.18, 0.48, -0.32, -0.38, -0.34, 0.10, 0.09, 0.09, 0.10, -0.01, 0.07, -0.69, 0.08, -0.24, 0.08, 0.08, 0.12, -0.07, -0.30, -0.05, -0.04, -0.25, -0.05, -0.06, 0.42, -0.37, -0.32, -0.44, 0.07, 0.07, 0.07, 0.10, 0.12, 0.10, 0.10, -0.41, 0.84, -0.98, -1.05, 0.71, 0.93, -1.52, 0.42, 0.91, 0.03, -0.02, 0.04],
  "energy_ev": -134137.757,
  "e_lumo_ev": [3.926, 3.926],
  "homo_lumo_gap_ev": [7.26, 7.26],
  "e_above_lowest_ev": 1.356,
  "charge": -2
}

{
  "formula": "C18H17N3O2",
  "method": "the ωB97M-V functional and the def2-TZVPD basis",
  "elements": ["N", "O", "O", "C", "C", "C", "C", "C", "C", "C", "C", "C", "C", "C", "C", "C", "C", "C", "N", "N", "C", "C", "C", "H", "H", "H", "H", "H", "H", "H", "H", "H", "H", "H", "H", "H", "H", "H", "H", "H"],
  "coordinates": [[1.039, -0.924, -2.941], [-4.430, -0.785, 1.257], [2.662, 1.229, -2.377], [2.827, 1.888, 2.020], [2.218, 0.684, 2.292], [0.020, -0.370, -3.588], [-3.695, -0.976, -1.046], [-2.480, 0.382, 0.489], [0.917, -1.424, -0.558], [-2.849, -0.628, -2.118], [-1.619, 0.713, -0.562], [1.332, -0.600, -1.630], [-3.563, -0.443, 0.246], [2.110, 0.546, -1.358], [1.882, 0.107, 0.992], [2.347, 0.900, -0.026], [1.122, -1.012, 0.792], [-1.780, 0.259, -1.884], [2.950, 1.992, 0.628], [0.686, -1.694, 1.932], [-0.876, 0.734, -3.003], [1.816, -0.114, 3.471], [0.526, -0.920, 3.193], [-4.394, -0.157, 1.979], [2.439, 0.714, -3.155], [3.170, 2.579, 2.772], [-0.141, -0.682, -4.624], [-4.438, -1.761, -1.279], [-2.310, 0.807, 1.450], [0.325, -2.348, -0.733], [-3.005, -1.061, -3.101], [-0.777, 1.363, -0.283], [3.239, 2.841, 0.134], [0.039, -2.462, 1.804], [-1.491, 1.196, -3.790], [-0.261, 1.554, -2.633], [2.621, -0.827, 3.740], [1.710, 0.555, 4.332], [0.454, -1.604, 4.046], [-0.342, -0.253, 3.119]],
  "lowdin_charge": [0.09, 0.04, 0.06, -0.04, -0.17, -0.06, -0.01, -0.02, 0.04, -0.03, -0.03, -0.27, -0.32, -0.23, -0.12, -0.12, -0.22, -0.23, 0.08, 0.03, -0.12, -0.14, -0.16, 0.10, 0.09, 0.11, 0.11, 0.12, 0.10, 0.12, 0.11, 0.12, 0.15, 0.12, 0.12, 0.11, 0.13, 0.11, 0.11, 0.11],
  "energy_ev": -27506.288,
  "e_lumo_ev": 0.651,
  "homo_lumo_gap_ev": 7.23,
  "e_above_lowest_ev": 2.681,
  "charge": 0
}